Entry 1:
Density functional theory data (ωB97M-V with the def2-TZVPD basis set) for 2 unconnected molecules or ions with the total composition C2H8S3 in a non-equilibrium geometry.

Output
Highest occupied orbital energy: -0.31843 hartree
Max |F|: 1.503 eV/Å
SMILES: CCS.SS
Electronic energy: -34709.0263 eV
ΔE to the lowest compared entry with this formula, charge and spin: 8.56 kcal/mol

Structure (ORCA input):
```
! wB97M-V def2-TZVPD RIJCOSX def2/J DEFGRID3
* xyz 0 1
S -1.455 3.457 0.891
S -0.782 2.625 -0.899
H -1.285 2.429 1.729
H -1.323 1.394 -0.730
C 1.336 -0.608 0.538
C 0.483 -1.388 -0.485
S -1.297 -1.315 -0.078
H 2.312 -0.483 0.069
H 0.886 0.376 0.647
H 1.523 -1.201 1.423
H 0.730 -2.446 -0.462
H 0.639 -0.953 -1.467
H -1.766 -1.887 -1.175
*
```

Atom charges from the Löwdin analysis, given in e for atoms 1 to 6: 0.219, 0.206, -0.216, -0.254, -0.162, -0.603

---

Entry 2:
Density functional theory data (ωB97M-V with the def2-TZVPD basis set) for a molecular structure, C17H24N3O5RhS in a non-equilibrium geometry.

Output
Highest occupied orbital energy (spin up / spin down): -0.53081 / -0.53062 hartree
Max |F|: 1.748 eV/Å
Electronic energy: -46551.1546 eV
ΔE to the lowest compared entry with this formula, charge and spin: 0.00 kcal/mol

Structure (ORCA input):
```
! wB97M-V def2-TZVPD RIJCOSX def2/J DEFGRID3
* xyz 2 5
Rh -0.149 -0.506 0.720
C 2.865 1.027 -0.199
O 2.082 0.155 0.699
C 2.779 -0.075 1.959
C 1.937 -0.967 2.800
O 0.635 -0.441 2.830
C -0.419 -0.946 3.681
C -0.841 -2.324 3.220
O -0.834 -2.379 1.797
C -0.866 -3.742 1.339
H 2.492 2.044 -0.084
H 2.722 0.620 -1.192
H 3.965 0.929 0.094
H 3.016 0.895 2.432
H 3.733 -0.560 1.742
H 2.285 -1.013 3.831
H 1.874 -1.954 2.393
H -1.221 -0.233 3.565
H -0.173 -0.898 4.761
H -1.816 -2.608 3.566
H -0.110 -3.098 3.551
H -1.836 -4.086 1.614
H 0.010 -4.240 1.726
H -0.805 -3.704 0.252
N -4.097 3.307 1.688
C -2.802 2.925 1.778
C -2.227 1.754 1.171
N -0.961 1.422 1.388
C -0.208 2.207 2.200
C -0.760 3.341 2.764
N -2.023 3.678 2.580
H -4.808 2.792 1.237
H -4.358 4.153 2.153
H -2.865 1.060 0.630
H 0.822 1.883 2.428
H -0.070 3.908 3.374
O 2.199 0.422 -7.002
C 0.995 -0.153 -6.756
O 0.449 -0.766 -7.614
C 0.458 -0.112 -5.359
C 1.232 -0.657 -4.318
C 0.630 -0.860 -3.086
C -0.751 -0.560 -2.899
S -1.515 -0.826 -1.401
C -1.552 -0.147 -4.010
C -0.920 0.102 -5.183
H 2.500 0.922 -6.235
H 2.273 -0.820 -4.430
H 1.246 -1.233 -2.275
H -2.640 -0.061 -3.925
H -1.572 0.423 -5.995
*
```

Atom charges from the Löwdin analysis, given in e for atoms 1 to 6: 1.082, -0.004, -0.324, -0.154, -0.163, -0.289

---

Entry 3:
Density functional theory data (ωB97M-V with the def2-TZVPD basis set) for a molecular structure, C20H43F6HfO24S5 in a non-equilibrium geometry.

Output
Highest occupied orbital energy (spin up / spin down): -0.35404 / -0.36252 hartree
Max |F|: 8.140 eV/Å
Electronic energy: -142357.6992 eV

Structure (ORCA input):
```
! wB97M-V def2-TZVPD RIJCOSX def2/J DEFGRID3
* xyz 0 2
Hf -1.372 -1.995 4.472
C 3.161 -3.572 2.887
F 2.494 -4.430 2.164
F 4.316 -4.143 3.278
F 3.421 -2.483 2.130
S 2.151 -3.110 4.466
O 0.667 -3.005 4.182
O 2.408 -4.107 5.483
O 2.689 -1.801 4.897
C -4.906 -0.586 1.631
F -4.117 0.379 2.176
F -6.169 -0.273 1.520
F -4.417 -0.871 0.354
S -4.632 -2.176 2.637
O -3.449 -1.922 3.478
O -5.859 -2.347 3.456
O -4.408 -3.257 1.684
C -0.670 0.786 0.751
C -0.561 -0.770 0.931
C 0.827 -1.186 0.671
O -0.887 -1.243 2.230
H -0.013 1.225 1.502
H -1.678 1.116 0.998
H -0.235 1.054 -0.212
H -1.136 -1.190 0.105
H 1.052 -0.785 -0.317
H 1.085 -2.243 0.594
H 1.594 -0.676 1.254
O -4.010 2.785 -1.988
S -3.656 3.880 -1.046
O -3.810 5.286 -1.517
O -4.539 3.780 0.340
C -5.920 3.442 0.275
C -6.658 4.733 -0.215
C -2.084 3.460 -0.315
H -6.287 3.250 1.283
H -6.167 2.707 -0.491
H -6.467 5.577 0.447
H -7.685 4.581 -0.547
H -6.216 4.928 -1.192
H -1.467 2.771 -0.892
H -2.310 2.824 0.540
H -1.729 4.421 0.058
O 1.047 3.740 2.126
S 2.371 3.731 1.455
O 3.298 4.862 1.298
O 3.080 2.443 2.195
C 4.530 2.548 2.177
C 5.058 3.527 3.240
C 2.067 2.980 -0.213
H 4.848 2.726 1.150
H 4.903 1.612 2.591
H 6.052 3.246 3.586
H 4.312 3.547 4.035
H 5.260 4.508 2.810
H 2.848 3.376 -0.862
H 1.084 3.263 -0.590
H 2.082 1.906 -0.029
O 3.934 -4.664 -4.170
S 2.853 -3.686 -4.336
O 1.555 -4.252 -4.828
O 2.638 -2.919 -2.885
C 3.703 -2.097 -2.466
C 3.851 -2.299 -0.936
C 3.443 -2.330 -5.503
H 3.491 -1.034 -2.574
H 4.626 -2.491 -2.890
H 3.074 -1.697 -0.464
H 4.854 -1.895 -0.797
H 3.736 -3.334 -0.616
H 4.150 -1.631 -5.057
H 2.566 -1.818 -5.901
H 3.845 -2.800 -6.400
O -0.400 2.021 4.006
H 0.369 2.578 4.126
H -1.016 2.564 3.514
O 0.416 -0.426 4.621
H 1.334 -0.454 4.891
H 0.317 0.425 4.195
C 0.438 0.215 -3.494
C 0.617 0.932 -4.867
O 1.913 1.675 -4.616
C 2.396 1.351 -3.387
O 3.471 1.743 -3.008
O 1.452 0.762 -2.714
H 0.641 -0.836 -3.700
H -0.570 0.394 -3.120
H -0.230 1.563 -5.136
H 0.867 0.108 -5.535
C -3.101 -2.859 -1.529
C -2.019 -3.948 -1.821
O -2.570 -4.983 -1.143
C -3.850 -4.963 -1.065
O -4.491 -5.954 -0.746
O -4.317 -3.673 -1.375
H -3.218 -2.154 -2.352
H -2.870 -2.180 -0.708
H -1.053 -3.619 -1.436
H -2.034 -4.163 -2.890
*
```

Atom charges from the Löwdin analysis, given in e for atoms 1 to 6: 2.005, -0.616, 0.169, 0.147, 0.120, 0.608

---

Entry 4:
Density functional theory data (ωB97M-V with the def2-TZVPD basis set) for a molecular structure, C13H40BF4O12Rb in a non-equilibrium geometry.

Output
Highest occupied orbital energy: -0.34005 hartree
Max |F|: 2.329 eV/Å
Electronic energy: -50905.6436 eV

Structure (ORCA input):
```
! wB97M-V def2-TZVPD RIJCOSX def2/J DEFGRID3
* xyz 0 1
Rb 0.676 4.913 0.376
B 0.334 0.760 -0.616
F -0.361 0.189 0.464
F -0.211 0.305 -1.828
F 0.152 2.143 -0.501
F 1.686 0.382 -0.589
O 2.887 3.090 0.145
H 2.650 2.151 0.048
H 3.424 3.124 0.946
C -0.445 1.453 3.232
C -1.132 0.637 4.278
O -2.376 1.257 4.646
O -0.090 2.758 3.698
H -1.125 1.571 2.390
H 0.513 0.996 2.987
H -0.541 0.549 5.197
H -1.403 -0.367 3.943
H -3.092 0.645 4.474
H -0.818 3.217 4.131
C -1.686 2.047 -3.848
C -1.451 0.763 -4.641
O -1.325 1.107 -6.019
O -0.480 2.785 -3.840
H -2.081 1.862 -2.845
H -2.558 2.541 -4.289
H -2.285 0.057 -4.508
H -0.620 0.111 -4.362
H -1.539 0.376 -6.601
H -0.119 2.774 -2.949
C -3.351 1.288 0.090
C -3.910 2.559 0.664
O -3.182 2.925 1.801
O -3.357 0.254 1.089
H -2.341 1.406 -0.312
H -3.908 0.825 -0.733
H -5.001 2.510 0.769
H -3.890 3.250 -0.190
H -2.921 2.112 2.252
H -2.912 -0.544 0.787
C -2.780 -3.794 -1.306
C -2.161 -2.568 -1.999
O -1.060 -2.119 -1.223
O -3.880 -3.439 -0.499
H -2.005 -4.299 -0.725
H -3.190 -4.431 -2.092
H -2.793 -1.722 -2.279
H -1.785 -2.987 -2.949
H -0.877 -1.178 -1.433
H -3.650 -3.164 0.390
C 2.355 -2.513 2.985
C 1.432 -2.990 1.878
O 0.187 -2.270 2.015
O 2.058 -2.927 4.314
H 2.506 -1.433 2.862
H 3.373 -2.914 2.860
H 1.305 -4.072 1.980
H 1.766 -2.801 0.856
H 0.220 -1.674 1.258
H 1.578 -2.177 4.684
C 4.919 -0.036 -2.163
C 4.789 -0.992 -0.955
C 4.798 -0.242 0.374
O 3.539 -1.677 -1.047
H 4.696 0.985 -1.838
H 4.095 -0.156 -2.872
H 5.850 -0.154 -2.711
H 5.502 -1.816 -0.997
H 4.282 0.713 0.302
H 5.856 -0.086 0.620
H 4.416 -0.802 1.227
H 2.844 -1.042 -1.255
*
```

Atom charges from the Löwdin analysis, given in e for atoms 1 to 6: 0.960, -1.253, 0.128, 0.128, 0.057, 0.133

---

Entry 5:
Density functional theory data (ωB97M-V with the def2-TZVPD basis set) for a gas-phase ion, C6H10NO (charge +1) in a non-equilibrium geometry.

Output
Highest occupied orbital energy: -0.48506 hartree
Max |F|: 5.544 eV/Å
SMILES: C=[NH+]/C=C/CCC=O
Electronic energy: -9911.4163 eV
ΔE to the lowest compared entry with this formula, charge and spin: 68.66 kcal/mol

Structure (ORCA input):
```
! wB97M-V def2-TZVPD RIJCOSX def2/J DEFGRID3
* xyz 1 1
O -1.116 0.004 1.765
C -0.055 -0.160 2.351
C 0.730 -1.287 1.842
C 1.272 -1.246 0.413
C 0.375 -0.705 -0.625
C 0.327 0.620 -1.054
N -0.815 1.055 -1.782
C -0.826 1.785 -2.851
H 0.315 0.565 3.104
H 0.349 -2.283 2.067
H 1.753 -1.371 2.506
H 1.530 -2.266 0.252
H 2.139 -0.466 0.422
H -0.444 -1.489 -0.934
H 1.107 1.317 -1.153
H -1.413 0.217 -1.717
H 0.010 2.600 -3.099
H -1.657 1.708 -3.549
*
```

Atom charges from the Löwdin analysis, given in e for atoms 1 to 6: 0.037, -0.233, -0.178, -0.197, -0.039, -0.068

---

Entry 6:
Density functional theory data (ωB97M-V with the def2-TZVPD basis set) for a molecular structure, C16H23F6N2NdO3P in a non-equilibrium geometry.

Output
Highest occupied orbital energy (spin up / spin down): -0.56787 / -0.56999 hartree
Max |F|: 8.313 eV/Å
Electronic energy: -66937.7369 eV
ΔE to the lowest compared entry with this formula, charge and spin: 191.33 kcal/mol

Structure (ORCA input):
```
! wB97M-V def2-TZVPD RIJCOSX def2/J DEFGRID3
* xyz 2 5
C 0.198 -2.247 -2.160
C -1.229 -1.970 -1.717
N -1.460 -0.711 -1.278
C -2.692 -0.209 -0.945
C -3.773 -1.109 -1.085
C -3.566 -2.410 -1.513
C -2.270 -2.859 -1.837
C -2.777 1.144 -0.516
P -1.326 2.136 -0.377
H -2.079 -3.883 -2.195
H -4.785 -0.760 -0.838
H -4.419 -3.092 -1.600
C 1.328 -2.240 0.006
C 2.506 -1.446 -1.978
H -3.751 1.563 -0.266
H 0.342 -1.862 -3.178
H 0.409 -3.326 -2.162
C -1.155 2.830 1.274
C -1.450 3.584 -1.456
H -0.235 3.433 1.345
H -2.027 3.465 1.471
H -1.105 2.023 2.019
H -0.551 4.217 -1.369
H -1.577 3.282 -2.509
H -2.332 4.161 -1.151
H 2.880 -2.459 -2.219
H 2.382 -0.867 -2.904
H 3.218 -0.936 -1.320
H 1.740 -3.255 -0.161
H 1.997 -1.668 0.658
H 0.341 -2.311 0.478
C 1.845 1.649 -0.552
O 2.656 2.296 -0.312
Nd 0.287 0.388 -0.924
O 0.172 0.698 -3.298
H 0.298 1.661 -3.394
H -0.801 0.570 -3.311
N 1.204 -1.556 -1.292
C 2.755 0.375 2.210
C 1.256 0.120 2.567
O 0.333 0.072 1.519
C 1.136 -1.212 3.434
F 1.923 -1.181 4.559
F -0.156 -1.408 3.814
F 1.530 -2.323 2.737
C 0.896 1.284 3.594
F 1.721 1.296 4.690
F 1.067 2.506 2.989
F -0.388 1.177 4.037
H 3.213 -0.344 1.511
H 3.385 0.339 3.111
H 2.886 1.377 1.796
*
```

Atom charges from the Löwdin analysis, given in e for atoms 1 to 6: -0.098, -0.221, -0.126, -0.289, 0.046, 0.032

---

Entry 7:
Density functional theory data (ωB97M-V with the def2-TZVPD basis set) for 7 unconnected molecules or ions with the total composition C24H44Cl4O10S3 in a non-equilibrium geometry.

Output
Highest occupied orbital energy: -0.36930 hartree
Max |F|: 5.486 eV/Å
SMILES: O=S1(=O)CCCC1.O=S1(=O)CCCC1.O=S1(=O)CCCC1.O=C1CCCO1.O=C1CCCO1.ClCCCl.ClCCCl
Electronic energy: -128668.0727 eV

Structure (ORCA input):
```
! wB97M-V def2-TZVPD RIJCOSX def2/J DEFGRID3
* xyz 0 1
C 4.288 4.205 0.057
C 5.705 3.700 -0.206
C 5.714 2.720 -1.496
S 4.047 2.110 -1.781
O 3.893 0.702 -1.436
O 3.600 2.621 -3.107
C 3.258 3.093 -0.349
H 4.122 5.158 -0.445
H 4.240 4.373 1.133
H 6.092 3.122 0.633
H 6.400 4.537 -0.272
H 6.437 1.908 -1.574
H 5.815 3.320 -2.400
H 3.066 2.365 0.439
H 2.215 3.398 -0.440
C -3.483 -0.580 -1.819
C -2.036 -0.593 -1.286
C -2.049 -1.593 -0.094
S -3.236 -2.950 -0.582
O -4.312 -2.904 0.440
O -2.550 -4.137 -0.974
C -3.718 -2.042 -2.117
H -3.419 -0.045 -2.766
H -4.206 -0.165 -1.116
H -1.884 0.425 -0.926
H -1.296 -0.788 -2.061
H -2.313 -1.432 0.951
H -1.057 -2.045 -0.069
H -4.674 -2.384 -2.513
H -2.989 -2.316 -2.880
C 3.913 -1.855 6.568
C 4.295 -2.216 5.111
C 4.239 -0.939 4.251
S 2.789 0.049 4.869
O 1.560 -0.521 4.333
O 3.100 1.456 4.857
C 2.977 -0.631 6.556
H 4.821 -1.728 7.158
H 3.422 -2.740 6.973
H 3.534 -2.863 4.676
H 5.266 -2.711 5.103
H 4.296 -1.045 3.168
H 5.128 -0.405 4.588
H 1.981 -0.788 6.969
H 3.569 0.135 7.058
O 1.882 -9.574 0.353
C 2.233 -9.222 1.516
O 3.196 -9.877 2.314
C 3.436 -9.160 3.509
C 2.724 -7.784 3.321
C 1.646 -8.056 2.263
H 4.507 -8.959 3.536
H 3.077 -9.771 4.337
H 3.374 -7.090 2.789
H 2.387 -7.413 4.289
H 1.251 -7.169 1.769
H 0.708 -8.413 2.688
O -3.952 6.458 -1.196
C -3.698 5.952 -2.324
O -2.427 5.526 -2.626
C -2.294 5.072 -3.978
C -3.606 5.546 -4.657
C -4.546 5.946 -3.542
H -2.257 3.984 -4.026
H -1.442 5.605 -4.401
H -3.962 4.693 -5.235
H -3.461 6.237 -5.487
H -5.215 5.112 -3.332
H -5.195 6.764 -3.856
Cl -0.455 4.917 2.685
C -1.896 4.223 3.604
C -2.640 3.114 2.832
Cl -4.210 2.654 3.661
H -2.670 4.984 3.703
H -1.516 3.890 4.570
H -1.919 2.299 2.758
H -2.828 3.463 1.816
Cl -6.287 1.961 -8.935
C -6.600 0.178 -9.000
C -6.145 -0.443 -7.697
Cl -6.649 -2.164 -7.762
H -5.929 -0.094 -9.814
H -7.666 0.053 -9.189
H -6.458 0.096 -6.803
H -5.060 -0.518 -7.632
*
```

Atom charges from the Löwdin analysis, given in e for atoms 1 to 6: -0.214, -0.189, -0.205, 0.721, -0.358, -0.367

---

Entry 8:
Density functional theory data (ωB97M-V with the def2-TZVPD basis set) for a molecular structure, C39H44ClF2N5O5SSi2Sr.

Output
Highest occupied orbital energy: -0.01912 hartree
Max |F|: 0.086 eV/Å
Electronic energy: -104229.2703 eV
ΔE to the lowest compared entry with this formula, charge and spin: 3.23 kcal/mol

Structure (ORCA input):
```
! wB97M-V def2-TZVPD RIJCOSX def2/J DEFGRID3
* xyz -2 1
Sr -0.565 -0.779 0.390
C 0.578 3.633 -2.222
C 0.696 2.565 -1.317
N 0.544 1.304 -1.651
C 0.295 1.015 -2.942
C 0.157 2.007 -3.927
C 0.291 3.349 -3.527
C -0.092 1.640 -5.290
C -0.154 0.344 -5.654
C 0.009 -0.699 -4.683
C -0.007 -2.060 -5.040
C 0.167 -3.008 -4.074
C 0.315 -2.591 -2.740
N 0.314 -1.329 -2.373
C 0.195 -0.381 -3.330
H 0.695 4.648 -1.864
H 0.897 2.767 -0.270
H 0.173 4.138 -4.261
H -0.215 2.431 -6.023
H -0.327 0.063 -6.687
H -0.158 -2.335 -6.078
H 0.150 -4.065 -4.301
H 0.402 -3.321 -1.946
F 0.374 4.437 3.179
C -0.354 3.833 2.192
C -0.388 2.459 2.094
C -1.128 1.821 1.086
C -1.873 2.651 0.214
C -1.774 4.034 0.336
F -2.381 4.886 -0.556
C -1.018 4.661 1.307
C -2.692 2.016 -0.860
C -3.779 2.658 -1.469
C -4.483 2.018 -2.469
C -4.107 0.741 -2.855
C -3.050 0.154 -2.180
N -2.364 0.764 -1.215
H 0.179 1.872 2.814
H -0.956 5.738 1.367
H -4.070 3.645 -1.148
H -5.326 2.512 -2.939
H -4.628 0.196 -3.631
H -2.750 -0.863 -2.410
C 3.972 -2.917 -0.154
Si 3.208 -1.403 0.714
C 4.534 -0.756 1.919
C 3.200 -0.110 -0.663
N 1.669 -1.595 1.376
C 1.489 -2.326 2.552
C 2.480 -3.164 3.081
C 2.363 -3.858 4.287
C 1.196 -3.729 5.012
C 0.168 -2.938 4.500
C 0.237 -2.247 3.278
N -0.813 -1.517 2.767
Si -2.325 -1.371 3.515
C -2.299 -0.444 5.175
C -3.256 -3.000 3.813
C -3.501 -0.372 2.431
H 4.954 -2.677 -0.576
H 3.319 -3.225 -0.977
H 4.086 -3.776 0.510
H 5.476 -0.551 1.398
H 4.737 -1.451 2.734
H 4.182 0.176 2.372
H 4.219 0.033 -1.040
H 2.823 0.852 -0.306
H 2.566 -0.415 -1.497
H 3.400 -3.288 2.520
H 3.178 -4.484 4.635
H 1.063 -4.243 5.959
H -0.747 -2.862 5.075
H -1.630 -0.911 5.900
H -3.301 -0.391 5.616
H -1.947 0.579 5.010
H -2.745 -3.671 4.506
H -3.363 -3.527 2.860
H -4.260 -2.802 4.204
H -3.106 0.623 2.218
H -4.457 -0.259 2.955
H -3.704 -0.874 1.482
O 3.797 5.851 0.837
S 3.069 4.586 0.498
C 4.262 3.556 -0.418
C 5.127 2.776 0.590
C 4.719 3.198 2.005
C 3.229 3.492 1.927
H 4.817 4.274 -1.021
H 3.701 2.895 -1.081
H 6.189 2.946 0.412
H 4.939 1.710 0.467
H 5.244 4.106 2.307
H 4.933 2.415 2.733
H 2.801 4.004 2.786
H 2.638 2.595 1.716
O -2.458 -3.542 -2.248
Cl -2.440 -3.538 -0.799
O -3.357 -4.515 -0.295
O -1.098 -3.799 -0.327
O -2.819 -2.208 -0.336
*
```

Atom charges from the Löwdin analysis, given in e for atoms 1 to 6: 1.277, -0.038, -0.142, 0.127, -0.157, -0.149